{"formula": "C33H65BN8O11", "method": "ωB97M-V/def2-TZVPD", "elements": ["O", "C", "O", "B", "C", "C", "O", "C", "C", "C", "C", "C", "C", "H", "H", "H", "H", "H", "H", "H", "H", "H", "C", "O", "N", "C", "C", "H", "H", "H", "H", "H", "H", "H", "C", "O", "N", "C", "C", "H", "H", "H", "H", "H", "H", "H", "C", "O", "N", "C", "C", "H", "H", "H", "H", "H", "H", "H", "C", "O", "N", "C", "C", "H", "H", "H", "H", "H", "H", "H", "C", "O", "N", "C", "C", "H", "H", "H", "H", "H", "H", "H", "C", "O", "N", "C", "C", "H", "H", "H", "H", "H", "H", "H", "C", "O", "N", "C", "C", "H", "H", "H", "H", "H", "H", "H", "C", "O", "N", "C", "C", "H", "H", "H", "H", "H", "H", "H"], "xyz": [[-2.418070, -1.232960, -2.155931], [-1.900313, -0.089888, -2.388121], [-1.905870, 0.365067, -3.584381], [-1.174195, 0.828057, -1.204651], [-1.754674, 2.406384, -1.189931], [-2.881224, 2.515090, -0.242123], [-2.856811, 3.069973, 0.854757], [-4.139231, 1.843889, -0.768995], [-4.963301, 2.569224, -1.590657], [-6.065686, 1.917596, -2.117560], [-6.286746, 0.604801, -1.788138], [-5.455558, -0.105414, -0.964920], [-4.357047, 0.533104, -0.445533], [-1.407935, 0.310179, -0.125810], [0.017987, 0.842971, -1.464621], [-2.211004, 2.565038, -2.177052], [-1.001626, 3.182528, -1.011087], [-4.739530, 3.598305, -1.822121], [-6.701990, 2.473880, -2.800492], [-7.150011, 0.111278, -2.234093], [-5.570328, -1.147739, -0.711924], [-3.623009, 0.037051, 0.174830], [-3.835602, 4.633760, -4.549562], [-3.483185, 4.521149, -3.396923], [-3.895846, 3.602054, -5.412635], [-4.317722, 3.770108, -6.780617], [-3.514726, 2.258980, -4.933708], [-4.136037, 5.604815, -4.993894], [-5.200971, 3.153817, -6.972541], [-3.514116, 3.459624, -7.454850], [-4.564022, 4.813864, -6.980027], [-4.156234, 1.969253, -4.103749], [-2.484422, 2.257972, -4.574726], [-3.615724, 1.537550, -5.741582], [1.948640, -0.473726, 0.190905], [0.802963, -0.583557, 0.535544], [2.707656, -1.480956, -0.329709], [4.081664, -1.287043, -0.733823], [2.100242, -2.785002, -0.484659], [2.493745, 0.487328, 0.254026], [4.184115, -1.511150, -1.800859], [4.732219, -1.951208, -0.166782], [4.385000, -0.254986, -0.557445], [1.228464, -2.708735, -1.138242], [1.766650, -3.151131, 0.485908], [2.820142, -3.482819, -0.910997], [-4.384489, 7.364694, 3.671428], [-5.019883, 7.800105, 4.622971], [-3.610012, 6.274830, 3.696040], [-2.871821, 5.803784, 2.526968], [-3.496871, 5.529890, 4.932195], [-4.402112, 7.856944, 2.685392], [-3.187015, 4.791777, 2.274480], [-1.805020, 5.799219, 2.758705], [-3.049059, 6.454550, 1.673814], [-4.485078, 5.187269, 5.244161], [-3.096140, 6.180375, 5.713336], [-2.839254, 4.675158, 4.794141], [-6.232849, 0.774435, 6.672341], [-7.442311, 0.813251, 6.564844], [-5.448281, 1.841846, 6.922588], [-4.009305, 1.730745, 7.047496], [-6.075626, 3.143266, 7.068857], [-5.665926, -0.166751, 6.575159], [-3.699137, 2.070267, 8.039447], [-3.525799, 2.350062, 6.289612], [-3.694686, 0.698247, 6.911642], [-6.793279, 3.112914, 7.890592], [-6.611025, 3.387719, 6.150860], [-5.325271, 3.904764, 7.267324], [-4.711772, -3.470303, -0.850514], [-5.547957, -3.149639, -0.022144], [-3.769669, -4.405476, -0.650705], [-2.781584, -4.724493, -1.657033], [-3.751936, -5.100599, 0.624854], [-4.647230, -2.987420, -1.838150], [-2.865387, -5.782475, -1.931898], [-1.782257, -4.532571, -1.262187], [-2.930414, -4.110904, -2.542488], [-4.702402, -5.618740, 0.771939], [-3.626479, -4.379722, 1.428943], [-2.936506, -5.819446, 0.651435], [-1.518787, -5.095270, 3.848152], [-2.662320, -5.311329, 3.496207], [-1.030973, -3.887174, 4.176262], [0.340696, -3.701720, 4.597712], [-1.912831, -2.726675, 4.103388], [-0.767731, -5.902507, 3.929610], [0.360894, -3.279971, 5.606022], [0.843949, -3.018155, 3.916618], [0.870191, -4.653674, 4.600752], [-2.766234, -2.875768, 4.767198], [-2.283589, -2.609000, 3.085731], [-1.372515, -1.830052, 4.394982], [7.174448, -2.299345, -2.052091], [6.751357, -2.698435, -0.985584], [7.999993, -1.246103, -2.207051], [8.472919, -0.816366, -3.510486], [8.427425, -0.519611, -1.025315], [6.904884, -2.782267, -3.006735], [9.562764, -0.868228, -3.537068], [8.155303, 0.212496, -3.692082], [8.070148, -1.454719, -4.293736], [8.953904, -1.195290, -0.348790], [7.556234, -0.122232, -0.503071], [9.085658, 0.297680, -1.310639], [12.766506, -1.546706, -4.203478], [11.788886, -1.309927, -4.883838], [13.090547, -2.762042, -3.720445], [14.272536, -2.981082, -2.912070], [12.220418, -3.886824, -4.023751], [13.486545, -0.760401, -3.917851], [14.926344, -3.704104, -3.404888], [13.982041, -3.370678, -1.934149], [14.816608, -2.048921, -2.773885], [12.156134, -4.019829, -5.104227], [11.218117, -3.689032, -3.642237], [12.611609, -4.792569, -3.567186]], "atomic_forces_ev_per_a": [[0.12, -0.28, 0.56], [-0.26, -0.20, -0.73], [0.18, 0.39, 0.04], [-0.64, -0.55, -0.24], [-0.74, 0.48, -0.21], [0.68, 0.00, -0.69], [-0.23, 0.02, 0.24], [1.44, 1.06, 1.06], [-0.58, -0.09, -0.10], [0.24, 1.07, -0.12], [-1.50, -0.76, -0.87], [0.48, -0.47, 0.50], [0.21, -0.22, 0.32], [0.19, 0.07, 0.18], [0.19, 0.17, 0.05], [0.40, -0.03, -0.05], [-0.01, -0.14, 0.22], [0.03, 0.00, -0.06], [-0.21, -0.24, 0.02], [0.06, -0.06, 0.07], [-0.49, 0.05, -0.19], [-0.07, -0.20, -0.10], [0.04, -0.43, -0.32], [0.09, 0.58, 0.23], [-0.16, 0.11, -0.17], [0.10, -0.17, 0.29], [0.10, 0.36, 0.06], [-0.02, -0.01, -0.06], [0.01, 0.03, -0.15], [-0.09, 0.01, -0.12], [0.00, 0.03, 0.03], [0.12, -0.09, 0.00], [-0.12, -0.23, 0.07], [0.00, 0.06, -0.03], [-0.11, 0.21, -0.14], [0.37, -0.54, 0.69], [0.27, 0.25, 0.02], [-0.49, -0.25, 0.10], [-0.20, 0.20, -0.11], [0.08, -0.03, -0.06], [0.20, 0.04, 0.00], [0.15, 0.04, -0.11], [-0.08, 0.03, 0.00], [-0.05, -0.08, 0.06], [-0.09, -0.14, 0.05], [0.06, 0.06, 0.02], [-0.03, 0.04, 0.02], [0.02, -0.02, 0.06], [0.11, 0.09, -0.23], [-0.08, -0.24, 0.29], [-0.15, 0.20, 0.06], [0.01, -0.03, -0.02], [0.15, -0.03, -0.23], [0.03, -0.03, -0.13], [-0.06, 0.02, 0.04], [0.05, -0.04, 0.08], [-0.03, -0.09, 0.09], [-0.01, 0.02, -0.13], [-0.01, -0.14, -0.05], [-0.04, 0.10, 0.10], [0.18, -0.07, 0.10], [-0.20, 0.26, -0.03], [-0.17, -0.21, -0.11], [0.04, 0.02, -0.02], [0.12, -0.03, -0.03], [0.12, -0.06, 0.03], [-0.05, -0.01, -0.03], [-0.03, 0.10, -0.04], [-0.04, 0.13, 0.07], [0.06, -0.07, -0.02], [0.24, 0.39, -0.40], [-0.23, -0.37, 0.31], [-0.05, -0.34, -0.07], [-0.04, -0.08, 0.18], [-0.14, 0.33, -0.24], [0.13, 0.05, 0.05], [0.07, -0.03, -0.04], [0.05, 0.06, -0.15], [0.06, 0.21, 0.10], [0.04, -0.03, 0.14], [-0.02, -0.13, 0.11], [0.04, 0.04, -0.05], [-0.08, -0.05, -0.04], [0.04, -0.09, 0.17], [0.13, 0.05, 0.12], [-0.24, 0.14, -0.04], [-0.12, -0.25, -0.12], [0.04, 0.03, 0.00], [0.13, -0.01, 0.01], [0.15, 0.07, -0.01], [-0.06, -0.02, -0.02], [-0.03, 0.05, -0.04], [-0.02, 0.11, 0.03], [0.08, -0.04, -0.04], [-0.11, -0.09, -0.07], [0.31, -0.08, 0.06], [0.04, -0.01, -0.19], [0.09, 0.12, 0.35], [-0.18, -0.18, 0.03], [0.01, 0.04, -0.03], [-0.01, 0.05, -0.21], [0.04, -0.02, -0.14], [-0.04, -0.03, 0.05], [0.00, 0.08, 0.07], [0.07, 0.03, 0.08], [-0.01, -0.02, -0.08], [0.04, 0.11, 0.01], [-0.06, -0.06, -0.01], [0.16, 0.00, 0.08], [-0.24, -0.17, -0.10], [-0.08, 0.23, -0.09], [0.03, -0.03, 0.02], [0.09, 0.02, 0.10], [0.13, 0.00, 0.04], [-0.04, 0.03, -0.03], [-0.07, -0.07, 0.02], [-0.03, -0.09, -0.04], [0.05, 0.04, 0.03]], "e_above_lowest_kcal_mol": 0.0, "total_charge": -2, "e_lumo_ev": 2.2, "homo_energy_ev": 0.20, "energy_ha": -2586.92850}